1.
44
Properties=species:S:1:pos:R:3 method="wB97M-V/def2-TZVPD" total_charge=0 smiles="CC(C)CNC(=O)COCc1cc(-c2ccc3c(c2)OCO3)on1" relative_energy_ev=4.0417 e_tot_ev=-31169.67701 homo_energy_ev=-8.3 gap_ha=0.317
O 3.24 0.66 3.75
O 0.59 -2.59 -0.46
O -1.90 -1.92 -6.26
O -0.04 -0.60 3.21
O -3.51 -1.25 -4.76
N 1.23 1.64 3.40
N 0.66 -2.54 0.88
C -0.71 -1.77 2.77
C 1.69 3.01 3.42
C 1.35 -0.76 3.36
C 0.07 -2.48 -3.21
C -2.38 -1.63 -4.08
C -1.32 -1.73 0.23
C 2.42 2.93 1.01
C -2.16 -1.63 -2.73
C 0.14 3.81 1.59
C 1.60 3.69 2.04
C -0.17 -2.46 -4.58
C -3.21 -1.44 -6.13
C -0.90 -2.07 -2.29
C -0.47 -2.03 1.32
C -0.60 -2.11 -0.88
C -1.40 -2.03 -5.00
C 2.05 0.59 3.53
H -0.38 -2.64 3.36
H 2.42 3.45 0.06
H 2.74 2.98 3.74
H 3.45 2.83 1.35
H -0.46 4.32 2.34
H 1.11 3.58 4.15
H -2.30 -1.30 0.28
H -3.92 -2.16 -6.57
H 1.79 -1.26 2.49
H 2.02 1.93 0.86
H 1.57 -1.38 4.25
H 0.08 4.37 0.66
H 0.58 -2.78 -5.29
H 1.03 -2.81 -2.84
H -1.77 -1.59 2.95
H -2.92 -1.32 -2.04
H 2.01 4.70 2.16
H 0.26 1.46 3.21
H -3.31 -0.48 -6.66
H -0.29 2.82 1.41

=====

2.
54
Properties=species:S:1:pos:R:3 method="wB97M-V/def2-TZVPD" total_charge=0 smiles="CO[C@H](c1ccccc1)c1nnc(CCC(=O)N(C)CCOc2ccccc2)o1" relative_energy_ev=2.8671 e_tot_ev=-35879.36106 homo_energy_ev=-8.4 gap_ha=0.329
O -2.64 -2.75 0.32
O 1.30 -1.53 -0.58
O 2.14 0.95 0.73
O 1.27 4.03 0.35
N 4.04 0.94 -0.35
N 3.26 1.91 -0.88
N 0.78 -1.98 1.56
C -1.73 1.60 1.89
C 2.15 1.90 -0.23
C -0.62 -1.74 1.25
C -2.40 1.19 -0.37
C -3.61 -1.02 -3.32
C 2.22 4.88 -0.25
C -0.28 2.24 0.09
C 1.00 2.85 -0.40
C -2.66 1.12 0.99
C -2.87 -2.16 -0.89
C -0.55 2.16 1.45
C 3.35 0.38 0.59
C 1.66 -1.86 0.53
C -1.21 1.75 -0.82
C 3.13 -2.07 0.84
C 3.74 -0.78 1.43
C -2.28 -1.22 -3.01
C -4.58 -1.39 -2.40
C -1.90 -1.79 -1.81
C -4.22 -1.96 -1.20
C -1.32 -3.01 0.73
C 1.10 -2.56 2.84
H -3.13 0.83 -1.08
H 3.29 -2.90 1.52
H -3.90 -0.58 -4.26
H 3.62 -2.28 -0.11
H 4.82 -0.85 1.45
H -1.51 -0.93 -3.72
H -0.73 -3.44 -0.09
H 1.86 5.27 -1.20
H -4.96 -2.26 -0.47
H -0.84 -1.90 -1.61
H 1.95 -2.06 3.30
H -3.59 0.69 1.34
H -1.01 1.80 -1.88
H 0.17 2.56 2.14
H -0.67 -0.96 0.49
H -1.40 -3.75 1.52
H -1.93 1.55 2.96
H 0.24 -2.44 3.50
H 2.37 5.70 0.45
H -1.13 -1.38 2.15
H 3.17 4.36 -0.42
H -5.63 -1.24 -2.62
H 0.94 3.10 -1.47
H 1.32 -3.63 2.76
H 3.37 -0.60 2.44

=====

3.
15
Properties=species:S:1:pos:R:3 method="wB97M-V/def2-TZVPD" total_charge=0 relative_energy_ev=4.5173 e_tot_ev=-15140.85014 homo_energy_ev=-6.3 gap_ha=0.210
S 1.55 -0.14 -0.86
C -1.48 0.33 -1.01
C -1.19 0.43 0.57
C -1.26 -0.91 0.27
C 2.72 0.00 0.54
H 3.68 0.36 0.18
H 2.36 0.71 1.31
H -0.84 -0.31 -1.63
H -0.31 -1.40 0.00
H -1.99 0.90 1.11
H -2.21 -1.43 0.31
H -0.21 0.82 0.76
H -1.15 1.33 -1.33
H -2.54 0.26 -1.22
H 2.89 -0.95 1.01

=====

4.
53
Properties=species:S:1:pos:R:3 method="wB97M-V/def2-TZVPD" total_charge=0 relative_energy_ev=0.4168 e_tot_ev=-66596.80228 homo_energy_ev="-6.9 / -6.9" gap_ha="0.199 / 0.199"
Pd 0.09 -0.81 -1.53
S 2.40 -0.89 -1.02
S -0.26 1.71 -1.04
S 4.56 -0.55 -3.17
O -0.70 -1.23 0.37
N 0.86 2.59 1.20
N -1.77 -1.04 -2.58
N -0.45 0.78 1.49
N 2.00 -0.55 -3.66
N 0.73 -0.63 -3.35
C -3.01 -1.30 -2.18
C 1.70 1.94 3.48
C 1.73 3.45 0.42
C -1.74 -0.25 3.68
C 3.19 3.02 0.52
C 0.78 2.82 2.63
C -0.19 -0.73 -4.31
C -1.52 -0.94 -3.94
C -3.12 -2.64 3.43
C -0.93 -0.44 1.32
C 5.17 -2.13 -2.50
C -2.45 -0.75 4.75
C 2.87 -0.67 -2.71
C 0.11 1.62 0.65
C -2.40 -2.15 2.36
C -3.15 -1.94 4.63
C -4.06 -1.50 -3.05
C -3.83 -1.40 -4.43
C -2.57 -1.10 -4.87
C -1.72 -0.95 2.48
H -2.34 -0.99 -5.92
H -2.37 -2.69 1.42
H -1.19 0.67 3.76
H 0.14 -0.68 -5.34
H 2.75 2.16 3.28
H -4.64 -1.55 -5.13
H 3.79 3.64 -0.14
H -0.26 2.63 2.93
H -3.71 -2.33 5.46
H 1.01 3.87 2.81
H -5.04 -1.73 -2.68
H 4.82 -2.25 -1.48
H -3.16 -1.34 -1.11
H 3.57 3.12 1.53
H -2.47 -0.22 5.69
H 1.39 3.42 -0.62
H 6.25 -2.06 -2.53
H 4.82 -2.94 -3.14
H 1.53 0.89 3.27
H 1.62 4.47 0.79
H 1.50 2.13 4.53
H 3.30 1.98 0.20
H -3.65 -3.57 3.34

=====

5.
14
Properties=species:S:1:pos:R:3 method="wB97M-V/def2-TZVPD" total_charge=0 smiles=CN(C)O[SiH3] relative_energy_ev=4.6817 e_tot_ev=-13632.54115 homo_energy_ev=-8.0 gap_ha=0.329
Si -2.14 -0.06 -0.44
O -0.73 0.67 -0.07
N 0.58 0.37 -0.24
C 1.24 1.01 0.86
C 0.96 -0.95 -0.43
H 2.06 -1.03 -0.77
H 1.33 2.11 0.63
H -3.01 0.09 0.75
H -2.64 0.67 -1.59
H 0.52 1.03 1.77
H -1.70 -1.47 -0.78
H 0.35 -1.40 -1.26
H 2.19 0.48 1.11
H 1.00 -1.51 0.45

=====

6.
154
Properties=species:S:1:pos:R:3 method="wB97M-V/def2-TZVPD" total_charge=0 e_tot_ev=-86249.84231 homo_energy_ev=-9.4 gap_ha=0.343
O 2.10 -0.83 0.63
O -7.65 0.12 -5.57
O 10.20 2.06 5.44
O 0.30 -3.47 7.64
O -4.50 -6.66 -6.40
O 1.40 6.42 5.67
O -6.39 0.54 6.36
O -1.94 6.46 -3.67
O 1.90 1.13 -6.00
O 3.15 1.09 9.24
O 6.83 -5.49 -0.38
O -6.93 4.71 -2.94
O 8.22 4.10 -0.47
O 1.23 -8.19 1.09
O -8.09 -5.16 0.49
O -3.75 -0.57 -9.94
N -8.53 -0.94 -7.32
N 0.33 -1.45 -1.55
N 3.89 1.79 -5.57
N -2.73 0.14 -7.99
N 0.79 -6.55 -0.32
N 1.31 -4.99 6.31
N -0.82 -4.47 6.13
N 2.14 3.20 -5.63
N 6.11 -3.02 -2.18
N -0.70 -7.27 1.02
N -9.89 0.07 -6.04
N 8.29 2.10 6.56
N 8.84 0.24 5.67
N -1.56 -0.40 -9.64
C -3.50 -4.84 -5.42
C -6.32 2.46 4.95
C -7.87 -2.73 0.29
C -3.96 -5.37 -6.78
C -1.86 7.66 -2.85
C -7.23 5.68 -0.73
C 5.79 3.98 -0.21
C -7.26 -4.06 0.00
C 2.77 -1.47 1.71
C 7.17 3.34 0.05
C 2.21 2.01 9.68
C 7.25 -6.13 0.84
C 0.00 5.53 4.01
C 0.60 -0.88 0.76
C 9.16 1.52 5.82
C 2.82 3.15 10.37
C 0.51 -7.42 0.60
C 1.33 5.45 4.67
C -6.82 4.52 -1.51
C 8.32 -2.95 -3.05
C -1.59 -0.40 -0.43
C -5.47 1.54 5.89
C -0.06 -0.46 -0.55
C -2.76 -0.38 -9.23
C 7.83 -4.57 -0.98
C 7.31 -3.81 -2.28
C 0.34 -4.21 6.75
C 2.65 2.01 -5.82
C -0.53 8.30 -3.08
C -8.64 -0.26 -6.19
H -7.20 3.84 -3.25
H 3.79 -1.47 1.33
H -8.09 -2.60 1.35
H 2.13 5.74 3.98
H 3.32 2.89 11.30
H 5.55 4.90 0.32
H -1.50 -3.89 6.60
H 8.66 -2.15 -2.39
H 0.21 -1.77 1.25
H 7.25 2.28 -0.18
H -3.19 -5.40 -7.55
H -6.83 0.97 7.09
H -8.31 5.64 -0.64
H -0.81 -0.06 -9.05
H -10.60 -0.37 -6.62
H 1.60 4.44 5.00
H 1.71 -6.70 -0.71
H -5.75 4.31 -1.41
H -0.45 8.34 -4.17
H -5.29 2.27 6.68
H -1.42 -0.69 -10.59
H -5.61 3.17 4.52
H 5.55 4.17 -1.25
H 4.43 2.63 -5.72
H -7.36 3.66 -1.13
H 4.99 3.31 0.10
H -1.83 0.30 -7.56
H -4.59 1.14 5.39
H 8.40 4.79 0.17
H -0.91 -7.88 1.79
H 2.69 3.78 -5.01
H 0.32 0.52 -0.87
H -6.98 1.94 4.27
H 1.41 1.48 10.21
H 0.26 -5.78 -0.70
H -7.26 -1.97 -0.18
H -0.35 6.50 3.65
H -0.75 5.18 4.72
H 3.61 3.49 9.70
H 6.35 -2.07 -2.41
H -8.80 -5.31 -0.14
H -6.89 5.56 0.30
H -1.82 0.04 0.54
H -6.96 3.18 5.46
H -1.88 7.24 -1.84
H 7.99 -2.64 -4.04
H -3.28 -5.59 -4.66
H 2.19 4.02 10.55
H 7.52 -5.26 1.45
H 6.03 -3.05 -1.17
H 0.42 -0.05 1.44
H -0.09 4.80 3.21
H 8.57 3.01 6.91
H 0.19 -0.96 -2.42
H 2.42 -2.50 1.65
H 7.09 -4.63 -2.96
H -2.80 6.03 -3.63
H 8.15 -0.25 6.22
H 4.26 0.90 -5.87
H 2.67 -1.02 2.70
H -6.95 6.57 -1.29
H -2.75 8.23 -3.09
H 6.45 -6.76 1.22
H 2.22 6.92 5.70
H 1.13 3.28 -5.54
H 7.40 3.18 1.11
H 1.76 2.36 8.75
H -2.77 -4.04 -5.50
H -7.01 -4.27 -1.04
H 8.05 -3.83 -0.21
H -2.09 0.13 -1.24
H 2.64 0.30 9.03
H -6.29 -4.00 0.49
H -0.68 9.27 -2.60
H 8.17 -6.71 0.78
H -4.67 -4.64 -7.18
H 1.22 -5.80 5.72
H -3.61 0.27 -7.52
H -0.84 -4.92 5.22
H 9.11 -3.68 -3.19
H 1.32 -1.61 -1.60
H -8.85 -2.73 -0.19
H -7.71 -0.75 -7.88
H 2.23 -4.69 6.61
H -1.29 -6.49 0.80
H 0.24 7.80 -2.49
H -3.99 -7.39 -6.76
H -10.22 0.48 -5.19
H -9.39 -1.25 -7.73
H -1.98 -1.41 -0.58
H 9.54 -0.27 5.15
H 7.42 1.67 6.83
H -4.30 -4.19 -5.09
H 8.63 -5.29 -1.16